Entry from OMol25: a structure of composition C5H12N2O in a non-equilibrium geometry (ωB97M-V/def2-TZVPD).

XYZ file:
```
20
Properties=species:S:1:pos:R:3:nbo_charge:R:1
C 2.1339 1.4038 0.2594 -0.4583
C 2.4963 -0.7823 -0.6611 -0.4609
C -3.3250 0.3110 -0.2376 -0.4189
N 1.6966 0.0385 0.2040 -0.1132
N -2.2890 -0.5627 -0.7100 -0.6485
C -0.6803 -0.5495 0.2246 0.5623
C -0.7003 -1.0293 1.4504 -0.6459
O -0.0063 0.1266 -0.5968 -0.4548
H -2.0642 -0.3534 -1.6806 0.3473
H 3.1321 1.4468 0.7159 0.2247
H 2.2079 1.8687 -0.7349 0.1894
H 1.4587 1.9782 0.8929 0.2232
H 3.5163 -0.8474 -0.2584 0.2261
H 2.0799 -1.7888 -0.6906 0.2238
H 2.5700 -0.3767 -1.6811 0.1903
H -3.6784 -0.0359 0.7346 0.1886
H -4.1623 0.3275 -0.9486 0.1991
H -2.9823 1.3527 -0.1301 0.1631
H 0.2163 -1.0993 2.0079 0.2318
H -1.6197 -1.4284 1.8401 0.2311
```

## Properties
HOMO-LUMO gap (spin up / spin down) in eV: 7.4 / 7.2
Energy relative to the best compared isomer or geometry (same formula, charge and spin) in kJ/mol: 647.1
E_HOMO (spin up / spin down) in eV: -8.04 / -7.94
Total energy in eV: -10401.7177
E_LUMO (spin up / spin down) in eV: -0.591 / -0.714



Entry from OMol25: a structure of composition C34H35ClN7O6S2Tb (ωB97M-V/def2-TZVPD).

XYZ file:
```
86
Properties=species:S:1:pos:R:3:mulliken_charge:R:1
Tb 0.2821 -0.1116 -0.4601 -0.4877
O 6.9817 0.3888 1.2389 -0.4665
C 5.8849 0.0769 0.5297 0.4306
O 5.9445 -0.0991 -0.6576 -0.5344
C 4.6118 -0.0232 1.2543 -0.4888
C 4.2815 -0.1126 2.6108 0.4772
Cl 5.3304 -0.0325 3.9593 -0.2742
N 2.9448 -0.2087 2.7262 -0.1661
N 2.3721 -0.1683 1.5065 0.6653
C 3.3527 -0.0670 0.6248 0.3841
C 2.7961 -0.0099 -0.7652 0.9055
O 2.3214 1.0981 -1.1336 -0.4992
O 2.4884 -1.1068 -1.2813 -0.5711
C 2.1072 -0.3349 3.8640 -0.0153
C 2.4824 -1.1414 4.9313 -0.3207
C 1.6433 -1.2306 6.0255 -0.8459
C 0.4280 -0.5450 6.0409 -0.4231
C 0.0469 0.2174 4.9451 -0.7167
C 0.8828 0.3354 3.8489 0.1071
H 6.7681 0.5043 2.1720 0.2776
H 3.3821 -1.7336 4.8909 0.4497
H 1.9203 -1.8638 6.8533 0.3388
H -0.2265 -0.6304 6.8947 0.3790
H -0.9076 0.7246 4.9377 0.4562
H 0.6003 0.9345 2.9962 0.3318
C -6.5798 -0.7747 -0.5749 -1.5221
C -5.0916 -0.6533 -0.5819 1.1840
C -4.3605 -0.6858 -1.7608 -1.1077
C -2.9812 -0.5794 -1.7117 -0.6558
N -2.3055 -0.4293 -0.5775 0.7915
C -2.9998 -0.4072 0.5619 -0.5519
C -4.3771 -0.5177 0.6034 -1.0692
H -6.9871 -0.7354 -1.5833 0.3636
H -7.0298 0.0257 0.0124 0.3609
H -6.8816 -1.7202 -0.1224 0.3235
H -4.8559 -0.8007 -2.7141 0.3598
H -2.3825 -0.6283 -2.6114 0.5781
H -2.4227 -0.2955 1.4691 0.6489
H -4.8845 -0.4932 1.5560 0.4653
N -1.4196 6.3188 3.7741 -0.5722
C -1.1945 5.4218 3.0924 -0.2082
C -0.9159 4.3078 2.2494 0.4434
C 0.3907 3.8533 2.0982 -0.7707
C 0.6372 2.7414 1.3051 -0.7691
C -0.3786 2.0286 0.6383 1.2635
C -1.6715 2.5582 0.7930 -0.4773
C -1.9510 3.6668 1.5778 -0.7416
H 1.1983 4.3701 2.5980 0.4972
H 1.6743 2.4299 1.1967 0.4091
H -2.5115 2.0990 0.2808 0.3372
H -2.9608 4.0405 1.6727 0.4867
N -0.1730 -1.7336 1.1612 -0.2605
C -0.3141 -2.5092 2.0330 0.7024
N -0.5399 -3.3962 2.9058 -0.8323
C 0.0523 -3.5067 4.0594 0.5057
N 0.5249 -3.6784 5.0998 -0.5715
O -0.2844 0.8708 -2.5055 0.2327
S -0.5412 1.5827 -3.7930 0.0170
C 1.0315 2.3898 -4.2041 -0.3321
C 0.6910 3.8356 -4.5308 -0.7472
C -0.3039 4.2729 -3.4540 -0.5569
C -1.3416 3.1548 -3.3323 -0.2772
H 1.5082 1.8389 -5.0118 0.4796
H 1.6253 2.2898 -3.2917 0.0752
H 0.2317 3.9040 -5.5199 0.2872
H 1.5881 4.4552 -4.5399 0.3829
H -0.7805 5.2197 -3.7068 0.4267
H 0.2119 4.4013 -2.5000 0.1726
H -2.1927 3.2924 -3.9996 0.5094
H -1.7014 2.9903 -2.3159 -0.0623
C -1.2697 -4.2170 -3.5633 -0.9976
C -0.3461 -3.2320 -4.2480 -0.6611
S 0.7383 -2.3202 -3.1175 0.5674
O -0.2056 -1.9390 -1.9929 -0.3799
C 1.7491 -3.7149 -2.4974 -0.7939
C 1.3820 -4.1230 -1.0854 -0.7304
H -1.9924 -4.6057 -4.2795 0.4057
H -1.8077 -3.7293 -2.7502 0.2026
H -0.7219 -5.0618 -3.1495 0.2499
H -0.9136 -2.4534 -4.7591 0.3894
H 0.3135 -3.7046 -4.9771 0.5133
H 2.7744 -3.3514 -2.5407 0.4636
H 1.6280 -4.5355 -3.2059 0.5659
H 1.5325 -3.2974 -0.3914 -0.1230
H 2.0249 -4.9500 -0.7843 0.4781
H 0.3444 -4.4407 -1.0060 0.2384
```

## Properties
HOMO-LUMO gap (spin up / spin down) in eV: 8.2 / 8.2
Multiplicity: 7
Energy relative to the best compared isomer or geometry (same formula, charge and spin) in kJ/mol: 85.7
E_HOMO (spin up / spin down) in eV: -8.38 / -8.32
Total energy in eV: -115171.0390
E_LUMO (spin up / spin down) in eV: -0.148 / -0.147



Entry from OMol25: an isolated molecule of C14H19N3O4 in a non-equilibrium geometry (ωB97M-V/def2-TZVPD).

XYZ file:
```
40
Properties=species:S:1:pos:R:3:nbo_charge:R:1
C 2.8117 1.1689 -0.4989 -0.1734
C 1.3492 0.5532 -0.4271 0.6841
C 3.5747 0.7739 0.6880 -0.3986
C 3.5826 -0.6808 1.1536 -0.5203
C 4.4716 -1.3439 -0.0015 0.6914
C -0.9872 0.9773 -0.1222 -0.1869
C -1.8385 2.1538 -0.2846 0.8036
C -1.4701 -0.2121 0.8336 -0.4168
C -2.8135 -0.7480 0.3376 -0.0293
C -2.9345 -1.5049 -0.8588 -0.2135
C -3.8781 -0.4145 1.0258 -0.3076
C -4.1810 -1.8248 -1.2984 -0.1730
C -5.1871 -0.6367 0.6440 -0.1901
C -5.4138 -1.4158 -0.5122 -0.1899
H 2.9035 3.0372 -1.4125 0.3717
H 3.6521 2.9387 0.0054 0.3709
H 3.4126 0.5276 -1.2294 0.2377
H 3.0175 1.3240 1.4965 0.2003
H 4.5695 1.1889 0.5598 0.2284
H 3.9722 -0.8279 2.2951 0.2373
H 2.5528 -0.9916 1.0697 0.2400
H 3.6329 -3.1458 0.4326 0.4022
H 4.9078 -3.1534 -0.8799 0.4105
H 0.5871 2.4367 -0.5760 0.4742
H -1.0281 0.3563 -0.9722 0.2263
H -0.6097 -0.9352 0.6497 0.2693
H -1.6225 0.0453 1.9817 0.2184
H -2.1088 -1.8709 -1.4431 0.2318
H -3.8226 0.2190 1.9231 0.2338
H -4.2813 -2.3622 -2.1851 0.2115
H -6.0054 -0.2155 1.2064 0.2246
H -6.4011 -1.6567 -0.8557 0.2195
H -3.4877 0.9697 0.2069 0.5049
N 2.7858 2.6058 -0.4855 -0.8372
N 4.2869 -2.6870 -0.2344 -0.8303
N 0.3463 1.4355 -0.1985 -0.6364
O 1.1614 -0.6067 -0.7065 -0.6623
O 5.1325 -0.6472 -0.7352 -0.6290
O -1.4486 3.2511 -0.4924 -0.5649
O -3.1911 1.9186 -0.0995 -0.7332
```

## Properties
HOMO-LUMO gap in eV: 10.1
Energy relative to the best compared isomer or geometry (same formula, charge and spin) in kJ/mol: 348.1
E_HOMO in eV: -9.38
SMILES: NC(=O)CC[C@H](N)C(=O)N[C@@H](Cc1ccccc1)C(=O)O
Total energy in eV: -27485.1010
E_LUMO in eV: 0.688



Entry from OMol25: a structure of composition C12H23ClINO3PRu in a non-equilibrium geometry (ωB97M-V/def2-TZVPD).

XYZ file:
```
43
Properties=species:S:1:pos:R:3:nbo_charge:R:1
C 0.1766 -3.0052 0.8163 -0.7041
C 1.4755 -2.6234 1.7470 0.4288
H 0.3028 -3.9918 0.3425 0.2620
H -0.0062 -2.2317 0.0300 0.2179
H -0.7803 -3.1308 1.3202 0.2391
O 2.5360 -2.6825 1.0686 -0.4568
I 3.1062 -2.0508 3.4548 0.7599
Ru -1.1432 0.8901 -0.7852 0.4922
P -0.2688 1.0200 -2.7386 1.2084
C 1.3949 1.4409 -3.3405 -0.9772
C -0.9569 -0.1997 -3.8784 -0.9938
H -2.3679 2.4270 -2.5758 0.2945
H -1.0223 3.0512 -3.6262 0.3063
H -0.9566 3.2513 -1.8507 0.2795
C -1.2816 2.5858 -2.6673 -0.9838
H -1.8644 -0.6272 -3.4050 0.2787
H -1.2205 0.1631 -4.8920 0.3014
H 1.4654 1.6430 -4.4204 0.2937
H 2.0803 0.6103 -3.1143 0.2821
H -0.2261 -1.0290 -3.9968 0.2852
H 1.7791 2.3275 -2.8168 0.2763
C 0.4360 1.5072 -0.0213 0.5472
O 1.5424 1.4613 0.3948 -0.3889
Cl -3.4009 0.5228 -0.3476 -0.4959
O 0.6398 -0.8376 2.0498 -0.6457
C -0.3160 -0.9957 2.8928 0.7617
C -0.0508 -1.6164 4.2434 -0.5244
C 0.4385 -0.4527 5.0921 -0.4053
C -0.7009 0.3028 5.7169 -0.4117
C -1.6596 0.9345 4.7446 -0.4081
C -2.4232 -0.0861 3.8466 -0.2349
N -1.6095 -0.6376 2.7522 -0.5829
H -0.9458 -2.1103 4.6618 0.2529
H 0.7365 -2.3703 4.1105 0.2319
H 1.1743 -0.8152 5.8180 0.2342
H 1.0641 0.2044 4.4836 0.2062
H -1.2509 -0.3960 6.3455 0.2146
H -0.3119 1.0649 6.3786 0.2420
H -2.4498 1.4836 5.2919 0.2492
H -1.1537 1.6318 4.0694 0.2021
H -2.8108 -0.8759 4.5034 0.2166
H -3.3135 0.3972 3.4225 0.2450
H -1.9142 -0.3741 1.8289 0.4042
```

## Properties
HOMO-LUMO gap (spin up / spin down) in eV: 6.6 / 6.0
Multiplicity: 6
E_HOMO (spin up / spin down) in eV: -14.53 / -15.95
Charge: +2
Total energy in eV: -52921.8176
E_LUMO (spin up / spin down) in eV: -7.894 / -9.957